# 1
Density functional theory data (wB97M-V/def2-TZVPD) for C16H27HoN6S2 as an isolated structure.

For the HOMO energy (alpha / beta), the calculation gives -14.20 / -14.20 eV. The calculation puts the LUMO energy (alpha / beta) at -7.15 / -7.09 eV. The calculation puts the energy above the lowest of the compared OMol25 structures with the same formula, charge and spin at 134.4 kJ/mol. Its multiplicity is 5. Its HOMO-LUMO gap (alpha / beta) is 7.05 / 7.11 eV. The strongest force on any atom is 1.5 eV Å⁻¹. The value obtained for the electronic energy is -73427.0995 eV. Its net charge is +2. As for the expectation value of S²: 6.005.

Atoms and positions in Å:
1 Ho 0.296 0.880 -0.726
2 N 0.442 2.416 3.429
3 C 0.315 1.669 2.344
4 S -0.960 2.119 1.227
5 N 1.108 0.612 2.237
6 N 1.015 -0.131 1.139
7 C 1.461 -1.352 1.111
8 C 1.180 -2.158 -0.060
9 C 1.519 -3.514 -0.091
10 C 1.115 -4.291 -1.162
11 C 0.367 -3.702 -2.175
12 C 0.096 -2.348 -2.101
13 N 0.499 -1.569 -1.089
14 H -0.209 3.162 3.618
15 H 1.138 2.172 4.120
16 H 1.957 -1.796 1.970
17 H 2.085 -3.939 0.724
18 H 1.370 -5.338 -1.206
19 H 0.018 -4.277 -3.016
20 H -0.454 -1.853 -2.895
21 C 2.211 -1.488 -4.474
22 C 3.295 -1.314 -3.412
23 C 4.133 -0.054 -3.655
24 C 3.266 1.192 -3.796
25 N 2.478 1.378 -2.549
26 C 2.174 2.666 -2.120
27 S 2.131 2.931 -0.440
28 N 1.880 3.636 -2.967
29 C 1.228 3.520 -4.264
30 C -0.058 4.361 -4.264
31 C -1.325 3.628 -3.813
32 C -1.300 3.110 -2.372
33 H 1.785 -2.486 -4.426
34 H 2.640 -1.353 -5.465
35 H 1.399 -0.769 -4.341
36 H 3.959 -2.178 -3.426
37 H 2.832 -1.282 -2.416
38 H 4.707 -0.172 -4.576
39 H 4.852 0.081 -2.843
40 H 2.600 1.071 -4.649
41 H 3.892 2.072 -3.965
42 H 2.997 0.899 -1.799
43 H 1.825 4.564 -2.555
44 H 0.994 2.471 -4.462
45 H 1.908 3.874 -5.043
46 H -0.229 4.718 -5.279
47 H 0.095 5.245 -3.644
48 H -1.529 2.801 -4.494
49 H -2.154 4.331 -3.912
50 H -0.633 2.193 -2.314
51 H -2.313 2.829 -2.076
52 H -0.952 3.889 -1.686

Forces on the atoms, in the same order (eV/Å):
Ho 0.1 0.4 0.1
N 0.1 0.1 0.2
C -0.1 -0.6 -0.5
S -0.1 -0.3 -0.5
N 0.8 0.2 1.3
N -0.4 -0.8 -0.1
C -0.1 1.1 0.4
C -0.2 -0.7 -0.8
C 0.0 0.7 0.1
C -0.2 0.2 -0.3
C 0.2 -0.1 0.2
C 0.0 0.2 0.0
N 0.1 0.0 0.5
H 0.1 -0.1 0.0
H -0.1 0.0 0.0
H 0.0 0.1 0.0
H 0.0 0.0 0.1
H 0.0 -0.1 0.0
H -0.1 0.0 -0.1
H 0.0 -0.1 0.0
C 0.2 -0.1 0.2
C 0.0 0.1 -0.1
C -0.3 -0.1 0.2
C 0.1 -0.2 -0.6
N 0.0 0.3 0.4
C 0.5 0.1 0.1
S -0.2 -0.4 0.1
N 0.1 -0.3 0.4
C -0.1 0.2 -0.7
C -0.1 -0.3 -0.1
C 0.4 0.0 0.0
C -0.1 0.0 -0.2
H -0.1 -0.1 -0.1
H -0.1 0.0 -0.2
H 0.0 0.0 -0.1
H 0.0 0.0 0.1
H 0.1 -0.1 -0.1
H 0.0 0.1 0.0
H 0.1 0.1 0.0
H 0.0 0.1 0.1
H -0.1 0.0 0.1
H -0.4 0.4 -0.2
H -0.1 -0.3 0.1
H 0.1 0.1 0.0
H -0.1 -0.1 0.1
H 0.0 0.0 0.0
H 0.0 0.1 0.0
H -0.1 0.0 -0.1
H -0.1 -0.1 0.1
H -0.5 0.8 -0.3
H 0.2 -0.2 0.1
H 0.1 -0.3 0.1

Results of the Mulliken charge analysis, in e, for atoms 1 through 2:
1. Ho 0.51
2. N -0.36

---

# 2
Density functional theory data (wB97M-V/def2-TZVPD) for an isolated molecule of C23H30N6O3S.

For the HOMO energy, the calculation gives -8.00 eV. The calculation puts the LUMO energy at 0.37 eV. The calculation puts the energy above the lowest of the compared OMol25 structures with the same formula, charge and spin at 14.0 kJ/mol. Its HOMO-LUMO gap is 8.37 eV. The strongest force on any atom is 1.4 eV Å⁻¹. The value obtained for the electronic energy is -50259.2383 eV. Its net charge is 0. The SMILES is CCCn1c(SCC(=O)Nc2ccccc2N2CCCCC2)nc2c1c(=O)n(C)c(=O)n2C.

Atoms and positions in Å:
1 C 1.338 2.288 4.424
2 C 1.036 1.533 3.137
3 H 0.053 1.063 3.212
4 H 1.031 2.226 2.293
5 C 2.084 0.447 2.887
6 N 1.868 -0.238 1.639
7 C 2.279 0.137 0.410
8 N 1.941 -0.712 -0.544
9 C 1.250 -1.680 0.090
10 C 1.182 -1.424 1.451
11 C 0.498 -2.285 2.362
12 O 0.388 -2.142 3.566
13 N -0.072 -3.371 1.687
14 C -0.037 -3.642 0.324
15 O -0.596 -4.611 -0.137
16 N 0.663 -2.762 -0.475
17 C 0.712 -2.976 -1.906
18 H 0.840 -4.040 -2.100
19 H -0.216 -2.640 -2.372
20 H 1.544 -2.402 -2.308
21 C -0.806 -4.342 2.482
22 H -0.760 -4.018 3.519
23 H -1.841 -4.391 2.144
24 H -0.356 -5.327 2.369
25 S 3.079 1.646 0.100
26 C 3.602 1.375 -1.618
27 C 2.550 0.816 -2.580
28 O 2.910 0.122 -3.500
29 N 1.287 1.252 -2.347
30 C 0.131 0.630 -2.856
31 C 0.116 0.083 -4.130
32 C -0.990 -0.623 -4.575
33 C -2.079 -0.789 -3.741
34 C -2.083 -0.216 -2.480
35 C -0.998 0.521 -2.021
36 N -0.935 1.091 -0.735
37 C -0.961 2.542 -0.641
38 C -2.380 3.096 -0.477
39 C -3.029 2.491 0.763
40 C -3.058 0.973 0.617
41 C -1.643 0.446 0.353
42 H -1.661 -0.629 0.161
43 H -1.045 0.615 1.258
44 H -3.444 0.506 1.525
45 H -3.725 0.709 -0.205
46 H -4.041 2.878 0.891
47 H -2.448 2.764 1.647
48 H -2.335 4.183 -0.397
49 H -2.968 2.842 -1.362
50 H -0.513 2.971 -1.540
51 H -0.362 2.838 0.232
52 H -2.945 -0.354 -1.848
53 H -2.937 -1.358 -4.069
54 H -0.988 -1.052 -5.564
55 H 0.986 0.182 -4.755
56 H 1.140 1.686 -1.446
57 H 3.932 2.354 -1.971
58 H 4.453 0.694 -1.618
59 H 3.081 0.897 2.859
60 H 2.036 -0.299 3.683
61 H 2.310 2.771 4.363
62 H 1.342 1.605 5.270
63 H 0.585 3.051 4.601

Forces on the atoms, in the same order (eV/Å):
C -0.1 -0.1 -0.2
C 0.2 -0.1 0.1
H 0.0 0.0 -0.1
H -0.1 0.0 -0.1
C -0.2 0.4 0.5
N 0.1 -0.1 -0.5
C -0.1 -0.3 0.0
N 0.1 -0.3 0.0
C 0.2 0.6 1.3
C -0.1 -0.4 -0.7
C 0.2 0.3 -0.3
O 0.0 0.1 0.3
N -0.1 -0.1 0.2
C 0.2 0.2 -0.2
O -0.2 -0.3 -0.1
N 0.0 -0.2 0.1
C -0.1 -0.1 -0.3
H 0.0 0.1 0.0
H 0.0 0.0 0.0
H 0.0 0.0 0.0
C -0.1 -0.2 0.2
H 0.0 -0.1 -0.1
H 0.0 0.0 0.0
H -0.1 0.0 0.0
S 0.2 0.5 0.1
C 0.1 -0.3 0.3
C 0.3 0.3 0.1
O 0.0 -0.1 -0.2
N -0.5 0.5 -0.1
C 0.0 -0.1 -0.1
C 0.0 0.0 -0.1
C 0.0 0.0 0.1
C 0.0 -0.1 -0.1
C 0.0 0.1 0.0
C 0.1 -0.1 -0.2
N 0.2 0.0 0.0
C -0.3 0.3 -0.1
C 0.2 0.0 0.2
C -0.2 -0.1 -0.3
C 0.2 0.1 0.1
C -0.2 -0.2 0.2
H 0.1 0.0 0.1
H -0.1 -0.1 0.0
H 0.0 -0.1 0.0
H -0.1 0.0 0.0
H 0.0 0.0 0.1
H 0.0 0.0 0.1
H 0.0 0.0 -0.1
H 0.0 0.0 -0.1
H 0.1 0.0 0.1
H 0.0 0.1 -0.1
H -0.1 0.0 0.1
H -0.1 0.0 0.0
H 0.0 0.0 -0.1
H 0.0 0.0 0.0
H 0.1 -0.1 -0.1
H 0.0 0.0 0.0
H -0.1 0.0 -0.1
H 0.0 -0.1 0.0
H 0.1 0.1 -0.1
H 0.1 0.1 0.1
H 0.0 0.0 0.2
H 0.0 0.1 0.1

Results of the Mulliken charge analysis, in e, for atoms 1 through 2:
1. C -1.63
2. C 0.78

---

- What is the formula in the first record?
  C16H27HoN6S2